# 1
{"formula": "HNO7P", "method": "ωB97M-V/def2-TZVPD", "largest_force_ev_per_a": 3.56, "spin_multiplicity": 1, "smiles": "O=[N+]([O-])O[P@@](=O)([O-])OO", "total_energy_ev": -25125.95055, "homo_lumo_gap_ha": 0.3683, "charge": -1, "elements": ["O", "N", "O", "O", "P", "O", "O", "O", "O", "H"], "positions_angstrom": [[-1.8925, 3.0697, -0.0190], [-0.7265, 3.0847, -0.3005], [-0.0834, 4.1096, -0.2913], [-0.1760, 2.0255, -0.6941], [-1.2395, 0.2488, -0.7527], [-1.4183, -0.3024, 0.6277], [-2.2282, 0.4929, -1.8060], [0.0362, -0.3444, -1.4850], [1.0446, -0.9355, -0.6293], [0.6336, -0.8935, 0.2246]], "forces_ev_per_angstrom": [[-2.03, -0.46, 0.80], [-1.09, 1.65, -0.06], [1.41, 0.76, 0.01], [0.86, -3.43, -0.37], [-0.72, 1.26, 0.79], [0.72, 0.91, -1.42], [0.09, 0.02, 0.48], [1.16, -0.91, -0.28], [0.34, 0.21, -1.22], [-0.74, 0.01, 1.28]], "nbo_charge": [-0.46, 0.74, -0.47, -0.55, 2.45, -1.11, -1.07, -0.56, -0.43, 0.47]}

# 2
{"formula": "C4H6O2Rb", "method": "ωB97M-V/def2-TZVPD", "largest_force_ev_per_a": 2.51, "spin_multiplicity": 1, "total_energy_ev": -8984.27210, "homo_lumo_gap_ha": 0.2587, "charge": 1, "elements": ["C", "O", "H", "H", "C", "C", "C", "O", "Rb", "H", "H", "H", "H"], "positions_angstrom": [[0.5520, 0.1043, -0.9637], [0.2995, 1.1016, -1.8832], [0.9125, -0.8376, -1.3832], [0.5357, 0.8224, -2.7746], [-1.4964, -1.7519, 1.1870], [-0.3172, -1.0000, 1.2309], [-0.1095, 0.1754, 0.3321], [1.2749, 0.5936, 0.1569], [2.0480, 3.6320, -0.9052], [-2.4032, -1.1370, 1.0712], [0.4277, -1.8151, 1.0610], [-0.9279, -0.9024, 2.3880], [-0.7962, 1.0147, 0.4828]], "forces_ev_per_angstrom": [[0.58, -0.31, 0.42], [-0.10, 0.37, -0.35], [-0.12, 0.19, 0.11], [-0.11, -0.19, 0.06], [-2.11, -0.33, 1.06], [-0.43, -1.70, -1.16], [-0.10, 1.09, 1.14], [-0.01, 0.15, -0.36], [-0.13, -0.31, 0.09], [0.00, 0.33, -0.45], [0.72, 1.36, 1.37], [1.73, -0.44, -1.77], [0.09, -0.21, -0.15]], "nbo_charge": [0.33, -0.73, 0.19, 0.50, -0.18, -0.48, 0.01, -0.54, 0.99, 0.12, 0.25, 0.34, 0.20]}